Record 1
The following is a DFT calculation (the ωB97M-V functional and the def2-TZVPD basis) of a molecular structure, C30H70ClINbO8.

Each line ends with the Mulliken charge.
Geometry (Å):
C -2.5890 -0.3652 3.8922  -0.425
C -2.3597 -0.7475 2.7629  -0.017
Nb -1.8611 -1.4500 0.6899  -0.901
Cl -1.2278 0.8107 0.0395  -0.217
I 0.7659 -2.2020 1.4907  -0.297
C -3.9823 -1.1954 0.0696  -1.487
C -4.1612 -0.3961 -1.2464  2.181
C -4.8303 0.9815 -1.0732  -1.177
C -4.0823 2.1375 -1.7309  0.693
C -4.6016 3.5099 -1.3067  -1.603
C -1.6112 -2.4974 -1.2581  -0.809
C -0.6211 -1.8364 -2.2489  0.937
C -1.2526 -1.5010 -3.6143  -0.702
C -1.2580 -0.0179 -3.9310  0.305
O 0.0928 0.4814 -3.9032  -0.293
C 0.2880 1.6968 -3.3931  0.284
O 1.3748 2.1394 -3.1718  -0.515
H -2.6199 0.1517 4.8235  0.405
H -2.3725 -3.0454 1.3250  0.091
H -4.3940 -2.1972 -0.0757  0.294
H -4.5508 -0.7534 0.8897  0.685
H -4.7955 -0.9946 -1.9027  -0.216
H -3.2162 -0.2882 -1.7821  -1.019
H -5.8189 0.9428 -1.5457  0.278
H -5.0163 1.1928 -0.0174  0.370
H -3.0200 2.0890 -1.4835  -0.263
H -4.1492 2.0428 -2.8216  0.290
H -3.9830 4.2964 -1.7451  0.378
H -5.6380 3.6637 -1.6118  0.392
H -4.5151 3.6137 -0.2237  0.350
H -1.2744 -3.5158 -1.0434  0.496
H -2.5978 -2.6175 -1.7154  -0.211
H 0.1899 -2.5446 -2.4159  -0.268
H -0.1448 -0.9383 -1.8548  0.220
H -2.2914 -1.8377 -3.6584  0.157
H -0.7244 -2.0035 -4.4303  0.408
H -1.8964 0.5343 -3.2388  -0.432
H -1.6420 0.1447 -4.9429  0.359
H -0.6333 2.2819 -3.2405  0.308
C 4.8435 1.9284 2.7429  -1.120
C 4.3282 0.6532 3.3944  0.412
C 4.8000 -0.5876 2.6488  -1.165
O 2.9093 0.6685 3.4755  -0.460
H 4.4641 2.0007 1.7189  0.269
H 4.5004 2.8071 3.2860  0.271
H 5.9329 1.9536 2.7061  0.345
H 4.6750 0.6079 4.4297  0.237
H 4.4183 -0.5785 1.6245  0.265
H 4.4216 -1.4890 3.1308  0.288
H 5.8906 -0.6376 2.6113  0.390
H 2.5570 0.6850 2.5771  0.258
C 5.8723 6.6834 3.9923  -1.296
C 6.8907 5.7438 3.3646  0.412
C 7.9159 6.5016 2.5342  -1.284
O 6.2378 4.7537 2.5765  -0.450
H 5.3195 7.2159 3.2132  0.333
H 5.1517 6.1222 4.5867  0.320
H 6.3554 7.4219 4.6341  0.377
H 7.4025 5.1866 4.1514  0.251
H 7.4210 7.0294 1.7141  0.349
H 8.6386 5.8118 2.0984  0.314
H 8.4526 7.2351 3.1380  0.373
H 5.7670 5.2017 1.8649  0.304
C 0.0515 -5.2313 6.4599  -1.337
C -0.3525 -4.6490 5.1110  0.483
C -0.4434 -3.1346 5.1604  -0.821
O -1.5866 -5.2245 4.6816  -0.557
H -0.6970 -4.9796 7.2176  0.335
H 0.1189 -6.3191 6.4056  0.328
H 1.0150 -4.8369 6.7876  0.338
H 0.3782 -4.9441 4.3560  0.236
H -1.2063 -2.8248 5.8832  0.383
H -0.7251 -2.7256 4.1923  -0.118
H 0.5111 -2.6939 5.4543  0.335
H -2.2640 -4.9589 5.3124  0.339
C 0.4540 4.0145 -0.5002  -0.560
C -0.4347 4.9138 0.3434  0.671
C 0.1828 6.2953 0.5209  -1.409
O -0.7123 4.3288 1.6109  -0.530
H 1.4236 3.8749 -0.0114  0.262
H 0.0135 3.0269 -0.6307  -0.157
H 0.6321 4.4472 -1.4863  0.353
H -1.4108 5.0157 -0.1366  0.079
H 1.1410 6.2127 1.0427  0.300
H -0.4690 6.9333 1.1192  0.348
H 0.3584 6.7785 -0.4421  0.372
H 0.1241 4.1903 2.0686  0.342
C -5.5022 -4.1539 -4.1256  -1.213
C -6.5361 -3.0432 -4.2297  0.473
C -7.4028 -3.1949 -5.4710  -1.387
O -5.8975 -1.7703 -4.2152  -0.490
H -4.8306 -4.1262 -4.9891  0.324
H -4.8959 -4.0276 -3.2287  0.226
H -5.9756 -5.1364 -4.0918  0.403
H -7.1690 -3.0527 -3.3409  0.281
H -6.7841 -3.1424 -6.3716  0.357
H -8.1382 -2.3918 -5.5239  0.321
H -7.9285 -4.1510 -5.4730  0.384
H -5.3168 -1.7168 -4.9820  0.304
C 3.8022 -2.9140 -3.0318  -1.272
C 3.3445 -4.2536 -2.4753  0.404
C 3.9535 -5.4211 -3.2386  -1.347
O 1.9250 -4.3329 -2.4833  -0.493
H 3.4862 -2.8095 -4.0743  0.317
H 3.3554 -2.0970 -2.4659  0.313
H 4.8887 -2.8164 -2.9916  0.427
H 3.6239 -4.3219 -1.4228  0.256
H 3.6435 -5.3890 -4.2876  0.347
H 3.6148 -6.3687 -2.8191  0.320
H 5.0440 -5.3928 -3.2035  0.383
H 1.6201 -4.2718 -3.3952  0.320

Forces on atoms 1 to 2 (eV/Å):
0.29 0.52 0.11
-0.39 -0.92 -0.40

LUMO level: 2.2 eV
total charge: -1
highest occupied orbital energy: -5.469 eV
F_max: 1.6 eV Å⁻¹
Kohn-Sham gap: 0.282 Eh


Record 2
The following is a DFT calculation (the ωB97M-V functional and the def2-TZVPD basis) of 15 unconnected molecules or ions with the total composition C30H70N4O11S3.

Each line ends with the Mulliken charge.
Geometry (Å):
C 1.2836 1.0102 -3.5879  -1.134
O 2.6218 1.4015 -3.7643  -0.662
H 1.2076 -0.0621 -3.7382  -0.013
H 0.9298 1.2834 -2.5806  0.313
H 0.5283 1.5136 -4.2141  1.202
H 2.7756 2.1549 -3.1847  0.577
C -2.8762 -0.2551 -3.0218  -0.119
O -2.1078 0.1143 -4.1874  -0.534
H -3.8986 -0.4761 -3.3566  0.413
H -2.5012 -1.1731 -2.5725  0.121
H -2.9494 0.6115 -2.3677  -0.221
H -1.6530 -0.6941 -4.4410  0.285
C 0.2190 4.7095 1.4049  0.096
O 1.0932 4.8778 2.5089  -0.546
H 0.0147 5.5827 0.7842  0.519
H 0.6213 3.9784 0.6884  -0.193
H -0.7021 4.2589 1.7667  -0.157
H 1.8347 5.4289 2.2464  0.289
C 2.0919 4.3785 -2.2227  -0.596
O 2.3097 3.0507 -1.6969  -0.191
H 2.9537 4.5935 -2.8584  0.338
H 1.2062 4.3272 -2.8518  0.073
H 1.9444 5.1500 -1.4680  0.272
H 3.0961 3.1089 -1.1406  0.172
C -2.6692 4.5196 -2.1387  -0.722
O -1.7179 4.1154 -1.1739  -0.272
H -3.3626 5.3166 -1.8408  0.288
H -2.1302 4.9310 -2.9903  0.259
H -3.2406 3.6328 -2.4291  0.232
H -2.1928 3.6642 -0.4379  0.104
C -0.1352 3.0163 -4.1585  -0.637
O -0.7952 2.4191 -5.2606  -0.669
H -0.3935 2.4532 -3.2525  -0.386
H 0.9553 2.9203 -4.2120  0.599
H -0.4778 4.0488 -4.0957  0.460
H -1.3486 1.7011 -4.9330  0.410
C -0.9111 2.1256 3.6929  -0.812
O -1.5113 1.0241 3.0143  -0.625
H -1.4212 3.0556 3.4423  0.228
H -0.9553 1.9271 4.7595  0.418
H 0.1291 2.2086 3.3644  0.224
H -1.4874 1.0853 2.0466  0.100
C 3.9677 -1.5518 2.7371  -0.179
O 4.1075 -0.1389 2.7048  -0.531
H 4.5280 -1.9759 3.5843  0.427
H 2.9207 -1.7906 2.9369  -0.158
H 4.4296 -2.0354 1.8805  0.176
H 3.7320 0.2578 3.4925  0.295
N -2.7709 -3.3186 0.3392  0.002
C -2.5704 -2.9928 1.6456  0.196
C -3.7341 -2.3857 2.0637  -0.317
C -4.6140 -2.3104 0.9587  -0.818
C -3.9888 -2.8862 -0.1197  -0.928
H -2.0948 -3.6560 -0.3250  0.340
H -1.6182 -3.0414 2.1380  -0.107
H -3.9048 -1.9403 3.0314  0.486
H -5.6285 -1.9447 0.9686  0.535
H -4.1726 -2.9826 -1.1757  0.507
N 1.4805 -5.5693 0.2814  0.118
C 1.7578 -4.3266 0.7678  -1.405
C 0.9663 -4.0649 1.8457  1.573
C 0.0819 -5.2020 1.9341  -0.820
C 0.4306 -6.1152 0.9702  -0.842
H 1.9975 -5.9656 -0.4816  0.237
H 2.5948 -3.7632 0.3826  0.500
H 0.9283 -3.2255 2.5196  -0.220
H -0.7011 -5.2042 2.6765  0.481
H -0.0455 -7.0451 0.7154  0.406
N -0.4007 -1.2294 4.2773  0.470
C -0.8899 -2.4571 4.5841  -0.464
C 0.1025 -3.2355 5.1445  -0.976
C 1.2380 -2.4101 5.1995  -0.509
C 0.9113 -1.1649 4.6823  -0.576
H -0.8569 -0.4402 3.7937  0.545
H -1.9042 -2.6736 4.2887  0.588
H 0.0020 -4.2656 5.4382  0.464
H 2.2520 -2.5491 5.5469  0.441
H 1.4662 -0.2602 4.4975  0.536
N 0.6107 1.3543 0.1788  1.660
C 0.8914 0.2363 0.9349  -0.892
C -0.1512 -0.6475 0.8119  0.599
C -1.1871 0.0098 0.0568  -0.025
C -0.6294 1.1929 -0.3594  -0.035
H 1.2109 2.1463 0.0309  0.001
H 1.8284 0.1540 1.4640  0.779
H -0.2161 -1.6409 1.2187  -1.316
H -2.1492 -0.4056 -0.1922  0.087
H -1.0298 1.9193 -1.0540  -0.666
C 1.3622 -4.0545 -4.1342  -1.111
S 2.3320 -3.1407 -2.8757  0.488
O 3.0322 -1.9873 -3.5158  -0.513
C 0.8445 -2.3752 -2.1249  -0.160
H 2.0577 -4.4157 -4.8917  0.413
H 0.6737 -3.4229 -4.6989  0.251
H 0.8125 -4.8371 -3.6127  0.369
H 1.1490 -1.7074 -1.3229  -0.479
H 0.2657 -3.2125 -1.7132  0.429
H 0.1554 -1.8886 -2.8123  0.237
C 6.5226 -0.5051 -0.4441  -0.904
S 5.3577 0.2010 -1.6959  0.486
O 5.3947 -0.7093 -2.8898  -0.577
C 3.8655 -0.2785 -0.7362  0.596
H 7.5024 -0.2624 -0.8457  0.400
H 6.3044 -1.5603 -0.3074  0.223
H 6.3728 0.0186 0.5017  0.289
H 2.9377 0.1411 -1.1285  -0.589
H 3.9587 -0.0720 0.3315  0.196
H 3.6698 -1.3524 -0.8115  -0.205
C -5.8023 3.4941 0.8772  -1.309
S -4.3231 2.5961 0.3953  0.774
O -3.1316 3.2614 1.0165  -0.689
C -4.6265 1.0887 1.3319  -0.429
H -5.9497 3.5823 1.9519  0.340
H -6.6658 3.1044 0.3447  0.410
H -5.5620 4.4937 0.5034  0.399
H -3.9062 0.3228 1.0560  -0.450
H -5.6535 0.7235 1.2865  0.538
H -4.5068 1.2581 2.4078  0.403

Forces on atoms 1 to 2 (eV/Å):
-0.52 -1.29 0.42
-0.01 0.09 -0.67

LUMO level: 0.1 eV
total charge: 0
highest occupied orbital energy: -8.153 eV
F_max: 3.3 eV Å⁻¹
Kohn-Sham gap: 0.304 Eh


Question: What is the F_max in the second record?
Answer: 3.3 eV Å⁻¹


Question: What is the total charge in the first record?
Answer: -1


Question: Number 2 is which compound?
Answer: C30H70N4O11S3